ORCA calculation (ωB97M-V/def2-TZVPD) on a 2-piece molecular cluster, C5H11NO overall.

Each line ends with the natural charge from an NBO analysis.
Positions of all 18 atoms, in Å:
O: 0.7882 -1.6849 -0.3809  -0.577
N: -0.6842 0.6762 0.1466  -0.398
C: -0.2651 0.8755 -1.2370  -0.258
C: -0.2757 1.4205 1.0784  -0.054
C: -1.0121 -2.1019 1.1476  -0.722
C: 0.2687 -1.4621 0.6919  0.463
C: 1.2155 1.1479 -1.5096  -0.634
H: 1.8276 0.3037 -1.1771  0.237
H: 0.7727 -0.8162 1.4420  0.104
H: -0.8884 1.6876 -1.6247  0.201
H: -1.3064 -2.8497 0.4091  0.229
H: -0.5455 -0.0376 -1.7728  0.210
H: -0.5928 1.1937 2.1032  0.168
H: -0.8255 -2.5716 2.1172  0.220
H: 1.5844 2.0684 -1.0457  0.195
H: -1.8141 -1.3652 1.2615  0.249
H: 1.3505 1.2488 -2.5923  0.218
H: 0.4022 2.2671 0.9426  0.150

Force components x, y, z for each atom (eV/Å):
O -0.116 -0.082 0.501
N 0.060 0.492 0.262
C -0.061 0.098 -0.214
C -0.111 0.022 -0.238
C 0.004 -0.179 -0.035
C 0.208 -0.360 -0.125
C 0.025 0.061 0.041
H -0.154 0.178 0.002
H 0.030 -0.362 -0.141
H 0.047 -0.034 -0.118
H -0.046 0.026 0.129
H 0.011 0.184 0.066
H 0.013 0.133 -0.218
H -0.120 -0.071 -0.032
H -0.101 -0.096 -0.037
H 0.284 -0.072 0.003
H -0.002 0.025 0.166
H 0.029 0.037 -0.013

The gap between HOMO and LUMO is 0.383 hartree. As for the HOMO energy: -0.3478 Eh. As for the charge: 0. The value obtained for the largest force on an atom is 0.01091 hartree/bohr. The value obtained for the total energy is -8899.4374 eV. Its SMILES is C=NCC.CC=O.